1.
{"formula": "C5H35NO13", "method": "ωB97M-V/def2-TZVPD", "homo_ev": -9.68, "largest_force_ha_per_bohr": 0.03596, "multiplicity": 1, "total_energy_ha": -1244.41292, "species": ["C", "C", "N", "C", "C", "C", "O", "H", "H", "H", "H", "H", "H", "H", "H", "H", "H", "H", "H", "H", "O", "H", "H", "O", "H", "H", "O", "H", "H", "O", "H", "H", "O", "H", "H", "O", "H", "H", "O", "H", "H", "O", "H", "H", "O", "H", "H", "O", "H", "H", "O", "H", "H", "O"], "xyz": [[-0.3861, 2.8034, -1.7748], [-0.7403, 3.1198, -0.3257], [-1.8638, 2.5096, 0.1779], [-2.7557, 1.5973, -0.6049], [-4.2190, 1.9653, -0.4168], [-2.4063, 3.0148, 1.4525], [-0.0161, 3.7901, 0.3946], [0.1689, 1.8590, -1.6591], [-1.1556, 2.5214, -2.4883], [0.1828, 3.5883, -2.2350], [-2.5598, 1.6204, -1.6766], [-2.4913, 0.6215, -0.1972], [-4.4152, 3.0316, -0.4096], [-4.8885, 1.5716, -1.1709], [-4.5536, 1.6109, 0.5705], [-1.5781, 3.5978, 1.8408], [-2.5782, 2.1621, 2.0923], [-3.3265, 3.5477, 1.2920], [0.6389, 0.5827, -2.9286], [0.9374, -0.5719, -3.9000], [0.3040, 0.1356, -3.7121], [1.9326, -2.4063, 3.5158], [2.3007, -1.2160, 4.2857], [2.6713, -2.0783, 4.0454], [-0.7830, -1.6460, -2.9280], [-1.6831, -1.8764, -4.1682], [-0.9684, -2.2466, -3.6533], [2.3503, -2.3570, 0.8203], [3.8762, -1.7440, 0.7421], [2.9377, -1.5819, 0.6381], [2.4072, 1.3696, -0.1279], [2.1068, -0.1807, -0.2574], [2.1853, 0.6574, -0.7496], [1.5531, -3.0507, -1.9450], [0.3098, -3.9328, -1.8749], [1.2500, -3.9240, -1.6577], [1.6687, 3.3312, 0.8309], [2.5898, 2.9056, 1.9907], [2.1277, 2.5626, 1.2199], [-2.0023, -4.0248, 2.2209], [-1.3457, -2.6874, 1.8539], [-1.3824, -3.6313, 1.6008], [-1.5978, -0.5591, 3.3577], [-0.4016, -0.8329, 2.4678], [-1.1525, -1.2795, 2.9044], [3.8363, -1.2058, -2.8064], [2.6408, -0.4051, -2.1505], [2.9153, -0.9731, -2.8867], [0.3164, -3.6435, 1.4232], [1.1744, -3.9182, 0.1052], [1.1969, -3.5399, 1.0161], [1.3808, 0.5574, 1.8454], [2.0703, -0.7714, 1.8342], [1.2203, -0.3502, 2.1660]]}



2.
{"formula": "C18H45BCdF4N3O4S", "method": "ωB97M-V/def2-TZVPD", "homo_ev": [-7.83, -7.68], "largest_force_ha_per_bohr": 0.10839, "multiplicity": 2, "total_energy_ha": -2168.27060, "species": ["Cd", "S", "O", "O", "O", "O", "B", "F", "F", "F", "F", "C", "C", "N", "C", "C", "C", "C", "H", "H", "H", "H", "H", "H", "H", "H", "H", "H", "H", "H", "H", "H", "H", "C", "C", "N", "C", "C", "C", "C", "H", "H", "H", "H", "H", "H", "H", "H", "H", "H", "H", "H", "H", "H", "H", "C", "C", "N", "C", "C", "C", "C", "H", "H", "H", "H", "H", "H", "H", "H", "H", "H", "H", "H", "H", "H", "H"], "xyz": [[-2.2532, 1.2139, -1.0508], [-3.2151, 2.2739, 1.1266], [-2.0533, 2.6416, 0.2910], [-4.2863, 3.1784, 1.1904], [-3.6673, 1.1147, 0.3405], [-2.8558, 1.7824, 2.4924], [-0.7271, -0.5464, -1.3974], [-0.0059, -1.6426, -1.8039], [-1.8200, -0.3567, -2.2216], [-1.2251, -0.4949, -0.1165], [-0.0005, 0.6125, -1.5830], [1.3392, -5.2811, -2.4221], [2.5503, -4.2875, -2.5601], [3.1961, -3.6418, -1.3928], [3.9246, -2.4225, -1.8295], [5.1394, -2.1197, -0.9955], [2.2551, -3.2669, -0.3679], [2.4898, -4.3179, 0.7879], [0.4105, -4.7125, -2.4702], [1.1875, -5.7659, -1.4578], [1.3049, -5.9672, -3.2684], [3.3484, -4.9084, -2.9670], [2.2161, -3.5797, -3.3187], [3.2414, -1.5749, -1.8842], [4.3963, -2.4213, -2.8122], [5.7575, -3.0135, -1.0805], [4.7818, -1.9717, 0.0235], [5.7117, -1.2312, -1.2625], [2.4605, -2.2603, -0.0038], [1.2126, -3.2699, -0.6864], [3.4450, -4.2986, 1.3125], [1.7075, -4.1573, 1.5298], [2.6310, -5.3017, 0.3404], [1.3697, 2.0622, 6.2641], [1.6263, 1.6771, 4.7995], [1.0921, 0.4198, 4.3482], [1.2492, 0.3161, 2.8895], [0.5211, 1.4070, 2.0198], [1.7821, -0.6275, 5.1076], [1.5106, -2.0697, 4.6276], [0.3298, 1.9195, 6.5577], [1.5378, 3.1364, 6.3417], [2.0700, 1.4855, 6.8684], [1.0788, 2.3780, 4.1693], [2.6626, 1.7199, 4.4645], [2.3126, 0.2347, 2.6645], [0.8435, -0.6529, 2.5990], [0.8775, 2.4045, 2.2765], [0.5891, 1.1356, 0.9663], [-0.5290, 1.5509, 2.2743], [1.5046, -0.5508, 6.1589], [2.8691, -0.5481, 5.0928], [1.9122, -2.7067, 5.4156], [1.9306, -2.3134, 3.6517], [0.4527, -2.2959, 4.4939], [-4.5424, 0.3658, -2.9112], [-3.6367, 1.3964, -3.5750], [-2.9928, 2.3205, -2.6552], [-1.7617, 2.8170, -3.2987], [-0.9875, 3.8584, -2.4353], [-3.9095, 3.4237, -2.1906], [-4.6667, 4.2385, -3.2195], [-4.2359, 0.0044, -1.9295], [-4.8680, -0.4677, -3.5335], [-5.4424, 0.8810, -2.5756], [-2.8368, 0.8991, -4.1235], [-4.2237, 1.9154, -4.3328], [-1.1431, 1.9568, -3.5549], [-2.0714, 3.3116, -4.2193], [-0.5806, 3.4243, -1.5220], [-0.0754, 4.2226, -2.9080], [-1.4674, 4.7637, -2.0634], [-3.4812, 4.1279, -1.4774], [-4.6149, 2.9698, -1.4945], [-5.6520, 3.8453, -3.4700], [-4.0806, 4.3834, -4.1270], [-4.9192, 5.2548, -2.9169]]}